{"formula": "C56H70N8NaOP3Si", "method": "ωB97M-V/def2-TZVPD", "e_tot_ev": -113333.023, "gap_ha": 0.23096, "homo_ev": -6.313, "elements": ["Na", "C", "C", "C", "P", "C", "C", "C", "C", "C", "C", "C", "C", "C", "Si", "C", "C", "C", "C", "C", "C", "P", "C", "C", "C", "C", "C", "C", "C", "C", "C", "C", "C", "C", "P", "C", "C", "C", "C", "C", "C", "H", "H", "H", "H", "H", "H", "H", "H", "H", "H", "H", "H", "H", "H", "H", "H", "H", "H", "H", "H", "H", "H", "H", "H", "H", "H", "H", "H", "H", "H", "H", "H", "H", "H", "H", "H", "H", "H", "H", "H", "H", "H", "H", "H", "H", "H", "H", "H", "H", "H", "H", "H", "H", "H", "C", "N", "C", "N", "C", "N", "C", "C", "C", "C", "C", "C", "C", "N", "N", "C", "O", "C", "C", "C", "C", "C", "C", "N", "C", "N", "C", "N", "C", "H", "H", "H", "H", "H", "H", "H", "H", "H", "H", "H", "H", "H", "H", "H", "H"], "positions_angstrom": [[0.462, -0.943, 0.431], [0.966, -5.703, 1.571], [2.077, -4.654, 1.635], [3.294, -5.120, 2.429], [1.349, -3.006, 2.071], [0.491, -3.271, 3.706], [0.062, -1.932, 4.314], [1.099, -4.171, 4.784], [2.747, -1.854, 2.336], [3.323, -1.624, 3.581], [4.341, -0.691, 3.738], [4.795, 0.007, 2.634], [4.228, -0.224, 1.386], [3.190, -1.138, 1.188], [2.872, -1.961, -0.602], [1.220, -1.532, -2.247], [2.041, -2.222, -3.160], [1.812, -2.331, -4.521], [0.687, -1.755, -5.084], [-0.202, -1.130, -4.238], [0.039, -1.027, -2.858], [-1.320, -0.303, -1.924], [-2.854, -0.201, -2.932], [-3.354, -1.600, -3.315], [-2.859, 0.752, -4.145], [-0.921, 1.452, -1.434], [-2.125, 2.399, -1.534], [-0.352, 1.606, -0.022], [4.255, -0.945, -1.542], [5.355, -1.779, -1.782], [6.514, -1.339, -2.402], [6.611, -0.017, -2.801], [5.547, 0.837, -2.563], [4.370, 0.406, -1.943], [2.998, 1.595, -1.655], [2.939, 2.662, -3.189], [2.564, 1.776, -4.374], [4.075, 3.606, -3.597], [3.617, 2.753, -0.324], [2.811, 4.052, -0.376], [5.112, 3.041, -0.208], [1.331, -6.602, 1.070], [0.103, -5.340, 1.008], [0.617, -5.999, 2.562], [2.413, -4.468, 0.612], [3.039, -5.468, 3.429], [4.037, -4.327, 2.526], [3.771, -5.953, 1.905], [-0.430, -3.759, 3.364], [0.906, -1.382, 4.730], [-0.663, -2.098, 5.115], [-0.405, -1.290, 3.565], [2.067, -3.819, 5.140], [1.225, -5.196, 4.445], [0.425, -4.195, 5.645], [2.984, -2.174, 4.447], [4.780, -0.528, 4.714], [5.603, 0.723, 2.735], [4.637, 0.301, 0.537], [2.919, -2.745, -2.792], [2.516, -2.877, -5.138], [0.491, -1.815, -6.146], [-1.100, -0.710, -4.663], [-3.550, 0.170, -2.173], [-2.695, -2.080, -4.039], [-4.345, -1.507, -3.763], [-3.437, -2.245, -2.441], [-2.967, 0.183, -5.070], [-1.955, 1.355, -4.244], [-3.707, 1.434, -4.086], [-0.147, 1.729, -2.157], [-2.981, 2.008, -0.981], [-2.438, 2.606, -2.553], [-1.853, 3.350, -1.073], [-1.107, 1.299, 0.696], [-0.099, 2.647, 0.169], [0.566, 1.046, 0.142], [5.292, -2.820, -1.478], [7.334, -2.026, -2.573], [7.508, 0.352, -3.282], [5.651, 1.875, -2.843], [2.071, 3.293, -2.957], [3.369, 1.072, -4.597], [2.391, 2.382, -5.267], [1.670, 1.190, -4.176], [4.865, 3.074, -4.128], [4.521, 4.141, -2.761], [3.682, 4.354, -4.292], [3.319, 2.230, 0.590], [3.123, 4.685, -1.209], [2.956, 4.623, 0.542], [1.741, 3.864, -0.480], [5.488, 3.630, -1.046], [5.706, 2.128, -0.158], [5.303, 3.615, 0.703], [-2.077, 2.539, 4.720], [-0.866, 2.044, 4.078], [-0.746, 1.197, 3.049], [0.516, 1.063, 2.701], [1.147, 1.889, 3.576], [0.352, 2.509, 4.425], [-2.875, 3.432, 3.806], [-2.743, 4.813, 3.876], [-3.465, 5.634, 3.014], [-4.316, 5.078, 2.074], [-4.441, 3.692, 1.999], [-3.723, 2.880, 2.862], [-5.338, 3.101, 1.014], [-6.239, 3.672, 0.292], [-6.812, 2.664, -0.484], [-6.201, 1.574, -0.162], [-5.256, 1.776, 0.781], [-6.374, 0.228, -0.698], [-7.294, 0.017, -1.725], [-7.445, -1.260, -2.236], [-6.689, -2.311, -1.726], [-5.780, -2.107, -0.694], [-4.990, -3.275, -0.138], [-3.596, -2.924, 0.170], [-1.807, -1.406, -0.597], [-1.731, -0.988, 0.688], [-2.435, -1.636, 1.607], [-3.514, -2.406, 1.337], [-5.626, -0.823, -0.188], [-1.739, 3.086, 5.597], [-2.667, 1.685, 5.054], [-1.591, 0.695, 2.601], [2.215, 2.031, 3.591], [-2.072, 5.248, 4.608], [-3.362, 6.709, 3.078], [-4.885, 5.697, 1.394], [-3.847, 1.803, 2.805], [-7.869, 0.849, -2.106], [-8.152, -1.440, -3.036], [-6.805, -3.307, -2.138], [-4.986, -4.078, -0.877], [-5.478, -3.645, 0.770], [-1.567, -2.427, -0.869], [-2.321, -1.335, 2.639], [-4.924, -0.648, 0.615]], "mulliken_charge": [1.5104, -1.5481, 0.9670, -1.5881, 0.1995, 0.4592, -1.2213, -1.6732, 1.3530, -0.3062, -1.1391, -1.0000, -0.1236, -0.4836, -0.3459, 0.0771, -0.3531, -1.1024, -1.1665, -0.2266, 0.4424, 0.8521, 1.9678, -1.6686, -2.1670, 1.7520, -2.0353, -0.9459, 0.6147, -1.0178, -1.0419, -1.0103, -0.7779, -0.1473, 1.6216, 0.4980, -1.0619, -1.9003, 1.4444, -1.6235, -1.6968, 0.4803, 0.3369, 0.2483, -0.1330, 0.2670, 0.2646, 0.4923, 0.4849, 0.2449, 0.6276, -0.1727, 0.2278, 0.3346, 0.4829, 0.1645, 0.3756, 0.4339, 0.3332, 0.3363, 0.4386, 0.4265, 0.2572, -0.4638, 0.4143, 0.4998, 0.2292, 0.5927, 0.4332, 0.3190, 0.2402, 0.2916, 0.4446, 0.6131, 0.1282, 1.0492, -0.5505, 0.4274, 0.4252, 0.4505, 0.2998, 0.5087, 0.2405, 0.4950, -0.0089, 0.4428, 0.2744, 0.4429, -0.2525, 0.2944, 0.4763, 0.2563, 0.2185, 0.3380, 0.4660, -1.6419, 1.3895, -0.5118, 0.6155, -0.6315, -1.1913, 0.9001, -0.6766, -0.7959, -1.1035, 0.1323, 0.4073, 0.5509, -0.6094, -0.5202, 0.6719, -0.0545, -0.1799, -1.1552, -0.7171, -0.8313, 0.7043, -1.1832, -0.0020, -1.2878, 0.7957, -1.5239, -0.4662, 0.2282, 0.4494, 0.3179, -0.0999, 0.5736, 0.4512, 0.4114, 0.5327, 0.5106, 0.5542, 0.3922, 0.4154, 0.4190, 0.4722, 0.4834, 0.6522, 0.7763]}

{"formula": "CH6ClNSi", "method": "ωB97M-V/def2-TZVPD", "e_tot_ev": -23023.230, "de_lowest_kj_mol": 347.2, "gap_ha": [0.38263, 0.38266], "homo_ev": [-10.342, -10.343], "elements": ["H", "N", "Si", "C", "H", "H", "H", "H", "Cl", "H"], "positions_angstrom": [[1.406, -1.677, 0.325], [0.961, -0.775, 0.383], [-0.630, -0.734, 0.078], [-1.668, 0.867, -0.150], [-1.787, -1.556, -0.276], [-1.513, 1.720, 0.577], [-1.161, 1.271, -0.944], [-2.656, 0.642, -0.360], [4.142, 0.180, -0.055], [2.905, 0.062, 0.422]], "mulliken_charge": [0.2191, -0.4723, 0.3830, -0.9745, -0.0956, 0.2982, 0.3102, 0.3028, -0.3152, 0.3443]}